[1]
Density functional theory data (ωB97M-V/def2-TZVPD) for a structure of composition C32H37ClN2Si2Ti.

Electronic energy (eV): -88157.341
Lowest unoccupied orbital energy (spin up / spin down) (hartree): 0.0029 / 0.0012
HOMO level (spin up / spin down) (eV): -5.629 / -6.446
Orbital gap (spin up / spin down) (eV): 5.709 / 6.478
Multiplicity: 3
Energy relative to the best compared isomer or geometry (same formula, charge and spin) (eV): 1.059

Geometry (Å):
C -0.842 1.475 0.134
C 0.526 1.673 -0.256
C 0.673 1.194 -1.603
H 1.320 2.121 0.340
C -0.599 0.696 -2.042
C -1.528 0.849 -0.961
H -2.604 0.707 -1.016
H -1.320 1.818 1.051
H 1.572 1.285 -2.209
H -0.848 0.403 -3.061
Ti 0.105 -0.503 -0.264
Si 4.229 -5.954 -2.240
C 6.060 -5.989 -1.772
C 6.801 -7.163 -1.506
H 6.294 -8.138 -1.504
C 8.179 -7.074 -1.247
H 8.768 -7.982 -1.089
C 8.810 -5.819 -1.174
H 9.872 -5.739 -0.933
C 8.063 -4.649 -1.375
H 8.532 -3.661 -1.291
C 6.699 -4.739 -1.671
H 6.120 -3.818 -1.806
C 4.251 -6.687 -3.974
C 5.350 -6.371 -4.809
H 6.286 -6.008 -4.360
C 5.227 -6.421 -6.204
H 6.059 -6.080 -6.828
C 4.019 -6.848 -6.775
H 3.886 -6.783 -7.855
C 2.967 -7.289 -5.955
H 2.032 -7.635 -6.411
C 3.086 -7.229 -4.557
H 2.256 -7.535 -3.904
H 3.913 -4.531 -2.438
Si 2.090 -2.077 -1.135
C 1.862 -2.031 -3.016
C 2.839 -1.546 -3.911
H 3.858 -1.326 -3.561
C 2.528 -1.425 -5.276
H 3.291 -1.071 -5.973
C 1.262 -1.780 -5.754
H 1.014 -1.648 -6.807
C 0.302 -2.278 -4.867
H -0.680 -2.582 -5.228
C 0.610 -2.440 -3.514
H -0.102 -2.960 -2.856
C 3.844 -1.441 -0.742
C 4.061 -0.047 -0.725
H 3.218 0.641 -0.861
C 5.348 0.482 -0.555
H 5.479 1.563 -0.549
C 6.451 -0.363 -0.398
H 7.457 0.051 -0.296
C 6.231 -1.740 -0.310
H 7.082 -2.400 -0.139
C 4.935 -2.272 -0.429
H 4.757 -3.347 -0.304
H 3.212 -6.413 -1.200
Cl 1.749 -4.021 -0.445
N -1.583 -1.771 -0.032
C -2.468 -1.482 1.137
C -1.758 -0.812 2.301
C -0.278 -1.108 2.597
N 0.645 -0.306 1.742
H -1.281 -2.755 0.045
H -2.132 -1.761 -0.905
H -3.361 -0.925 0.803
H -2.810 -2.473 1.465
H -1.910 0.282 2.308
H -2.290 -1.200 3.178
H -0.097 -0.758 3.629
H -0.005 -2.172 2.542
H 0.649 0.638 2.167
H 1.621 -0.638 1.785

Forces on atoms 1 to 6 (eV/Å):
-0.32 0.44 -0.90
-0.28 0.35 -0.87
-0.52 0.72 -0.13
-0.24 -0.08 -0.17
-0.11 1.36 0.49
0.43 1.63 -0.58



[2]
Density functional theory data (ωB97M-V/def2-TZVPD) for a structure of composition C4H12BBeCl8.

Electronic energy (eV): -105586.161
Total charge: +1
Lowest unoccupied orbital energy (hartree): -0.3378
HOMO level (eV): -13.216
Orbital gap (eV): 4.024
Multiplicity: 1
Energy relative to the best compared isomer or geometry (same formula, charge and spin) (eV): 0.534

Geometry (Å):
Be 1.126 -2.922 0.242
B -0.135 -0.939 0.626
H -0.889 -1.794 0.688
H -0.517 0.087 0.893
H 0.748 -1.150 1.334
H 0.222 -0.939 -0.453
C 3.038 0.580 -1.609
Cl 3.097 -1.051 -0.774
Cl 4.136 1.631 -0.740
H 3.382 0.418 -2.625
H 2.026 0.961 -1.485
C -0.616 -0.623 4.276
Cl 0.219 0.751 5.086
Cl 0.201 -2.179 4.398
H -1.637 -0.682 4.648
H -0.754 -0.390 3.223
C -1.619 -1.137 -3.195
Cl -2.598 0.358 -3.138
Cl 0.108 -0.686 -3.370
H -1.797 -1.643 -2.250
H -1.964 -1.759 -4.016
C -1.150 2.498 -0.286
Cl -2.411 3.739 -0.289
Cl 0.192 2.952 -1.337
H -0.823 2.367 0.744
H -1.587 1.550 -0.592

Forces on atoms 1 to 6 (eV/Å):
-1.52 5.09 0.46
0.98 -3.16 -1.36
-2.05 -1.78 0.46
-0.73 1.66 0.81
2.52 -0.82 1.70
0.98 0.05 -2.30



[3]
Density functional theory data (ωB97M-V/def2-TZVPD) for a cluster of 2 separate species, C4H9NO in total.

Electronic energy (eV): -7829.285
Lowest unoccupied orbital energy (hartree): 0.0327
HOMO level (eV): -8.177
SMILES string: C=CN.CC=O
Orbital gap (eV): 9.068
Multiplicity: 1
Energy relative to the best compared isomer or geometry (same formula, charge and spin) (eV): 3.035

Geometry (Å):
C -0.775 1.591 1.720
C -1.501 0.436 1.402
N -1.348 -0.818 1.998
H 0.165 1.592 2.386
H -1.164 2.466 1.200
H -2.316 0.617 0.628
H -0.676 -1.002 2.773
H -1.546 -1.670 1.575
C 1.847 -0.545 -2.248
C 0.509 -0.317 -1.582
O -0.550 -0.539 -2.236
H 2.472 0.170 -1.778
H 1.839 -0.429 -3.360
H 2.415 -1.467 -1.873
H 0.628 -0.086 -0.605

Forces on atoms 1 to 6 (eV/Å):
-0.45 -2.64 -0.22
1.16 2.24 0.46
1.09 1.18 1.59
-1.84 0.13 -1.07
0.62 0.05 0.42
1.03 -0.94 1.20



[4]
Density functional theory data (ωB97M-V/def2-TZVPD) for a cluster of 3 separate species, C34H49BrO13P2S in total.

Electronic energy (eV): -162128.168
Lowest unoccupied orbital energy (hartree): -0.0355
HOMO level (eV): -9.023
SMILES string: CCCc1c(CCOCC)c(CP(=O)(O)O)cc2c1C(=O)c1c(COCC)c([PH2]=S)cc(C[C@H](C)Br)c1C2=O.COC(=O)OC.COC(=O)OC
Orbital gap (eV): 8.057
Multiplicity: 1

Geometry (Å):
C 5.606 0.303 0.210
C 4.909 0.158 -1.142
C 3.995 1.315 -1.606
C 3.197 2.005 -0.526
C 3.708 3.103 0.199
C 5.083 3.676 -0.083
C 5.352 4.167 -1.515
O 6.355 3.353 -2.100
C 6.649 3.725 -3.434
C 7.899 2.977 -3.872
C 2.926 3.697 1.204
C 3.390 4.883 2.027
P 2.895 6.482 1.353
O 2.313 7.358 2.369
O 1.873 6.185 0.147
O 4.223 7.072 0.650
C 1.653 3.223 1.483
C 1.146 2.156 0.769
C 1.905 1.552 -0.230
C 1.261 0.382 -0.899
O 1.868 -0.601 -1.249
C -0.233 0.479 -1.088
C -0.854 -0.048 -2.225
C -0.054 -0.743 -3.308
O 0.187 -2.083 -2.958
C -0.221 -3.063 -3.903
C -0.573 -4.358 -3.165
C -2.243 0.102 -2.323
P -3.231 -0.482 -3.719
S -3.802 -2.337 -3.679
C -2.976 0.713 -1.313
C -2.375 1.205 -0.164
C -3.266 1.783 0.904
C -4.234 0.738 1.479
C -4.895 1.211 2.779
Br -3.289 -0.958 1.755
C -0.983 1.105 -0.079
C -0.220 1.652 1.087
O -0.657 1.710 2.214
H 5.991 -0.672 0.515
H 4.943 0.662 0.998
H 6.480 0.950 0.127
H 4.349 -0.774 -1.179
H 5.696 0.068 -1.896
H 3.285 0.865 -2.298
H 4.579 2.018 -2.187
H 5.864 2.956 0.162
H 5.267 4.533 0.557
H 5.751 5.186 -1.477
H 4.440 4.151 -2.124
H 5.810 3.431 -4.078
H 6.787 4.809 -3.507
H 8.556 2.879 -3.007
H 8.422 3.493 -4.673
H 7.651 1.962 -4.182
H 2.885 4.845 2.991
H 4.460 4.874 2.213
H 2.231 6.308 -0.737
H 4.040 7.488 -0.199
H 1.046 3.683 2.252
H -0.565 -0.680 -4.271
H 0.892 -0.207 -3.429
H -1.100 -2.718 -4.454
H 0.582 -3.250 -4.624
H -1.607 -4.640 -3.350
H 0.082 -5.171 -3.476
H -0.417 -4.203 -2.099
H -2.520 -0.084 -4.861
H -4.321 0.397 -3.689
H -4.054 0.789 -1.409
H -3.881 2.576 0.466
H -2.709 2.224 1.722
H -5.014 0.508 0.758
H -5.930 1.490 2.572
H -4.383 2.079 3.189
H -4.935 0.420 3.522
C -2.428 -8.153 1.973
O -2.797 -7.216 0.959
C -2.349 -5.978 1.170
O -1.691 -5.622 2.114
O -2.762 -5.207 0.170
C -2.341 -3.841 0.268
H -2.856 -9.104 1.670
H -1.345 -8.240 2.040
H -2.833 -7.855 2.938
H -1.254 -3.769 0.242
H -2.715 -3.390 1.187
H -2.763 -3.329 -0.593
C -9.031 -3.887 5.814
O -7.655 -4.252 5.686
C -7.064 -3.780 4.587
O -7.591 -3.100 3.745
O -5.798 -4.186 4.588
C -5.041 -3.753 3.451
H -9.373 -4.336 6.742
H -9.138 -2.805 5.866
H -9.611 -4.275 4.979
H -5.002 -2.668 3.402
H -5.468 -4.150 2.531
H -4.036 -4.147 3.583

Forces on atoms 1 to 6 (eV/Å):
0.16 -0.23 -0.20
0.31 0.05 -0.11
-0.16 -0.32 -0.08
0.04 -0.03 0.11
-0.14 0.11 -0.04
0.10 0.15 -0.23



Question: Among the records above, which one has the highest multiplicity?
Answer: C32H37ClN2Si2Ti